The following is a DFT calculation (ωB97M-V/def2-TZVPD) of 3 unconnected molecules or ions with the total composition C24H26F16N4O6S2.

Geometry as XYZ:
```
78
Properties=species:S:1:pos:R:3
S -1.563 -2.904 3.156
S 1.255 0.469 -1.721
F -0.315 7.859 -1.820
F -1.438 9.477 -2.750
F -1.126 -5.242 -4.151
F -2.941 -6.631 -2.615
F -1.665 5.614 -2.295
F -1.562 7.215 -4.302
F -1.015 -6.452 -0.521
F 1.163 5.568 -2.176
F -1.641 -2.788 -3.067
F -0.781 3.826 -1.433
F -2.010 -4.355 -1.615
F 1.116 3.728 -3.329
F -0.571 -8.540 -0.856
F -0.398 8.790 -5.211
F 0.637 -3.997 -3.912
F -3.267 -7.969 -0.929
O 0.972 -4.440 3.489
O 3.077 -1.873 -0.171
O 1.865 -1.000 1.478
O -0.164 -7.137 -2.483
O 0.678 7.090 -4.351
O 2.006 -3.640 1.717
N -1.459 -0.609 1.822
N -2.642 0.676 3.895
N -1.663 0.698 1.742
N -2.441 -0.622 3.974
C -0.417 7.910 -4.187
C 0.472 -5.867 -2.532
C 2.583 0.360 -0.474
C -0.424 -3.438 1.868
C -2.446 -7.703 -1.969
C 0.499 5.683 -4.437
C 0.888 -3.877 2.465
C 2.759 -1.407 2.526
C -1.848 -1.164 2.944
C 0.142 2.712 3.233
C 2.064 -1.082 3.870
C 0.264 2.033 4.518
C -0.344 8.694 -2.877
C -0.289 -4.723 -3.229
C -2.409 2.738 2.738
C 2.538 -0.947 0.306
C -1.141 3.536 3.124
C 0.457 4.897 -3.112
C 3.000 -2.951 2.440
C -1.034 -7.423 -1.454
C -0.924 4.525 -2.581
C -2.222 1.258 2.793
C -1.037 -3.745 -2.322
C 0.239 1.619 5.627
H -0.956 4.320 2.404
H -0.326 5.420 -5.098
H 0.967 3.417 3.216
H 2.521 1.230 0.165
H 0.550 9.320 -2.852
H 3.930 -3.053 1.896
H 0.312 -0.417 -1.354
H 0.200 1.360 6.639
H -1.309 4.010 4.081
H -0.889 -4.280 1.368
H 3.693 -0.860 2.488
H -0.352 -3.249 -1.627
H -0.216 -2.709 1.097
H 2.039 -1.937 4.527
H -1.467 3.902 -3.297
H 1.394 5.337 -4.950
H 0.859 -5.571 -1.558
H -2.652 2.992 1.719
H 0.316 2.033 2.408
H -2.445 -8.554 -2.653
H 1.355 -6.042 -3.145
H 3.508 0.352 -1.023
H 3.192 -3.394 3.406
H 2.540 -0.235 4.337
H 1.030 -0.856 3.637
H -3.271 3.016 3.324
```

Values from the calculation:
LUMO level: -1.00 eV
Molecular weight: 834.6 u
Max |F|: 2.84 eV/A
Structure (SMILES): C#CCCCc1nnc(SCC(=O)OC[C@H](C)OC(=O)CS)nn1.FC(F)C(F)(F)COC(F)(F)C(F)F.FC(F)C(F)(F)COC(F)(F)C(F)F
Highest occupied orbital energy: -9.3 eV
Charge: 0
HOMO-LUMO gap: 8.28 eV